[1]
Entry from the Open Molecules 2025 dataset: a structure of composition C17H17BrMgN9O8S2 (ωB97M-V/def2-TZVPD).

```
55
C17H17BrMgN9O8S2 (ωB97M-V/def2-TZVPD)
Mg -0.25676 0.63116 -0.45415
N 1.39397 -0.92162 -0.08034
N 1.36115 -1.49752 1.23532
C 0.20143 -2.15421 1.55980
N -0.04837 -2.19581 2.87320
N -0.46020 -2.66141 0.52497
N -1.58548 -3.40969 0.76624
O -1.80230 -3.92612 1.86159
O -2.30961 -3.56889 -0.19451
H 1.18628 -1.64703 -0.76015
H 2.34995 -0.61752 -0.22503
H 1.54437 -0.74976 1.93227
H 0.32466 -1.41642 3.40345
H -0.89492 -2.66430 3.15249
Br -3.27317 -0.40767 1.73442
C -3.45943 -0.18599 -0.14476
C -4.73969 -0.21709 -0.67753
C -4.85935 -0.06907 -2.04276
C -3.71307 0.09058 -2.80818
C -2.48788 0.10428 -2.17264
N -2.36702 -0.02380 -0.84257
C -1.19727 0.25961 -2.99596
O -1.32314 0.59224 -4.16734
O -0.13421 0.01399 -2.34991
H -5.59248 -0.34768 -0.02944
H -5.83878 -0.08111 -2.50352
H -3.72972 0.21393 -3.88009
N -2.08044 6.38184 -6.18301
C -2.05538 5.77100 -4.92713
C -2.03891 6.53782 -3.76556
C -2.03518 5.92331 -2.52295
C -2.06178 4.54258 -2.42832
C -2.08742 3.77023 -3.58451
C -2.08280 4.37926 -4.82198
S -2.01582 3.74434 -0.84736
O -1.75352 4.78875 0.11395
O -3.21514 2.95598 -0.71404
N -0.82097 2.69087 -0.96503
C 0.46950 3.09246 -1.04221
S 1.10529 4.62992 -1.55329
C 2.69936 3.98299 -1.44094
C 2.64795 2.69641 -1.03399
N 1.40226 2.19715 -0.78897
H -1.67812 7.30535 -6.20585
H -1.72621 5.80540 -6.93019
H -2.01872 7.61881 -3.83522
H -1.99821 6.51173 -1.61684
H -2.06729 2.68991 -3.52623
H -2.08045 3.76931 -5.71672
H 3.57051 4.57554 -1.65331
H 3.51113 2.06762 -0.87057
O 0.91133 0.30653 3.25842
C 0.15196 1.08426 2.65034
O -0.32039 0.92305 1.50131
H -0.18524 1.99551 3.18322
```

As for the strongest force on any atom: 0.6 eV/Å. The HOMO-LUMO gap is 7.949 eV. The HOMO energy is -5.50 eV. The value obtained for the relative energy (zero: lowest compared OMol25 entry of this formula, charge and spin) is 0.0000 eV. The net charge is -1.



[2]
Entry from the Open Molecules 2025 dataset: a structure of composition C5H10N2O in a non-equilibrium geometry (ωB97M-V/def2-TZVPD).

```
18
C5H10N2O (ωB97M-V/def2-TZVPD)
C -0.36225 0.18342 -0.43303
C -0.19445 -0.75724 -1.60679
C 1.88710 1.17637 -0.67331
C -1.79653 -0.63831 0.60264
C 0.66284 0.30494 0.51555
N -1.83149 -0.52412 1.94411
N 0.93428 0.14188 1.70499
O -2.67019 -1.16800 -0.04973
H -0.83684 1.13597 -0.66121
H -2.58896 -0.96012 2.45538
H -0.97654 -0.28540 2.42835
H 1.87130 0.40913 1.99970
H 0.45570 -1.59265 -1.35434
H 0.21293 -0.23089 -2.46779
H -1.17596 -1.15920 -1.85838
H 2.52790 0.36707 -1.01484
H 2.40648 1.87145 -0.01729
H 1.47467 1.72569 -1.51401
```

As for the strongest force on any atom: 7.2 eV/Å. The HOMO-LUMO gap is 8.988 eV. The HOMO energy is -8.17 eV. The value obtained for the relative energy (zero: lowest compared OMol25 entry of this formula, charge and spin) is 2.8151 eV. The net charge is 0.



[3]
Entry from the Open Molecules 2025 dataset: the ion C6H9F9NOS with charge -1 in a non-equilibrium geometry (ωB97M-V/def2-TZVPD).

```
27
C6H9F9NOS (ωB97M-V/def2-TZVPD)
O -2.31661 -2.32641 0.00271
N -2.19156 -2.59122 -1.37237
C -1.42971 -1.41509 -1.91753
C 0.15409 -1.69334 -2.00380
C 0.98668 -0.93659 -0.83905
C 0.87981 0.64489 -0.95974
C 1.65526 1.44442 0.17468
F 3.00638 0.96335 0.08842
F 1.78552 2.82870 -0.11823
C 1.21134 1.14817 1.66467
F 2.00188 1.99462 2.48722
F 1.54564 -0.15386 2.09449
S -0.58923 1.43868 2.11230
F -1.12412 0.06787 1.33301
F -0.35513 0.46992 3.48726
F -0.15044 2.74614 3.09931
F -0.89122 2.44875 0.82462
F -2.17034 1.69661 2.61765
H -3.21079 -1.96287 0.18804
H -1.70966 -0.53425 -1.25724
H -1.80848 -1.26321 -2.99328
H 0.60033 -1.53854 -3.03557
H 0.28095 -2.80727 -1.76102
H 2.08049 -1.20780 -1.04400
H 0.59961 -1.36741 0.13234
H 1.37072 0.95412 -1.94676
H -0.21142 0.95161 -1.05814
```

As for the strongest force on any atom: 4.2 eV/Å. The HOMO-LUMO gap is 2.741 eV. As for the SMILES: O[N-]CCCCC(F)(F)C(F)(F)S(F)(F)(F)(F)F. The HOMO energy is -1.45 eV. The net charge is -1.



[4]
Entry from the Open Molecules 2025 dataset: a cluster of 7 separate species, C36H73BF4O6 in total in a non-equilibrium geometry (ωB97M-V/def2-TZVPD).

```
120
C36H73BF4O6 (ωB97M-V/def2-TZVPD)
C -7.63457 5.31452 0.64175
C -8.45924 4.19946 1.18263
B -7.89773 2.75317 1.74502
C -7.14585 1.75620 0.67476
C -5.50971 1.85838 0.65900
C -4.86315 2.83778 1.80650
C -4.61842 2.40487 3.37193
C -3.99974 3.46781 4.46802
C -3.62539 4.99143 3.99017
C -3.82464 5.45646 2.42938
C -4.43890 4.36934 1.36345
C -8.10484 2.27746 3.30513
F -9.58117 2.00133 3.46736
F -7.43516 0.96464 3.61170
C -7.72339 3.40282 4.43421
F -6.93111 4.55113 3.93750
F -9.02280 3.91518 5.00776
H -7.88394 6.43964 0.95021
H -6.72672 5.19069 -0.10525
H -9.63724 4.36518 1.24934
H -7.55986 1.98465 -0.40576
H -7.49246 0.64761 0.94704
H -5.19312 2.23217 -0.42963
H -5.09746 0.73957 0.71820
H -4.89845 1.29432 3.70694
H -3.86830 3.07773 5.57053
H -3.21484 5.77960 4.76534
H -3.55179 6.54559 2.08157
H -4.61345 4.71118 0.23959
H -7.14520 2.94466 5.37226
C 1.91503 2.62902 5.61611
C 0.43609 2.95906 5.73970
O -0.10515 3.58384 4.57817
C -0.03589 2.83695 3.36566
C -0.77082 1.50895 3.43086
H 2.49335 3.53621 5.40260
H 2.28594 2.18489 6.54570
H 2.10870 1.92095 4.80810
H 0.30217 3.66394 6.56614
H -0.14634 2.06942 5.99655
H 1.00862 2.69680 3.06836
H -0.49690 3.45759 2.58833
H -0.34833 0.84377 4.18721
H -0.71785 0.99677 2.46513
H -1.82439 1.66706 3.68612
C -0.53775 -1.39801 -1.66551
C -0.64534 -0.80378 -0.27023
O -1.98522 -0.51550 0.12227
C -2.88502 -1.62061 0.16605
C -2.45712 -2.71060 1.13391
H -0.98344 -0.72179 -2.40519
H 0.51169 -1.56639 -1.92873
H -1.05818 -2.35453 -1.74261
H -0.10169 0.14589 -0.25088
H -0.16469 -1.44871 0.47117
H -3.03704 -2.02310 -0.84089
H -3.85448 -1.22299 0.48857
H -1.49629 -3.15010 0.85700
H -3.20045 -3.51358 1.15572
H -2.35126 -2.30377 2.14556
C 5.31894 -2.33372 -0.16798
C 4.00869 -1.58349 -0.34653
O 2.89797 -2.43641 -0.61348
C 2.58777 -3.40526 0.38548
C 2.25189 -2.79521 1.73566
H 5.54161 -2.93309 -1.05917
H 6.14163 -1.63064 -0.00116
H 5.28558 -3.01566 0.68384
H 4.10307 -0.91311 -1.20646
H 3.79761 -0.94729 0.51796
H 3.40218 -4.13215 0.47146
H 1.71538 -3.96141 0.02270
H 3.09078 -2.23221 2.15078
H 1.98552 -3.57881 2.45175
H 1.40746 -2.10341 1.64332
C 0.24629 -6.70284 1.02575
C -1.23265 -6.37280 1.14935
O -1.77389 -5.74801 -0.01218
C -1.70463 -6.49491 -1.22469
C -2.43956 -7.82290 -1.15949
H 0.82461 -5.79564 0.81225
H 0.61720 -7.14697 1.95535
H 0.43996 -7.41090 0.21775
H -1.36657 -5.66792 1.97579
H -1.81508 -7.26243 1.40620
H -0.66012 -6.63505 -1.52200
H -2.16564 -5.87427 -2.00202
H -2.01707 -8.48809 -0.40314
H -2.38659 -8.33509 -2.12522
H -3.49313 -7.66480 -0.90423
C 5.64796 2.02299 -3.74276
C 4.34975 2.15132 -2.96194
O 4.46283 1.74147 -1.60118
C 5.40009 2.45648 -0.79922
C 5.10093 3.94260 -0.69982
H 6.01039 0.98812 -3.71582
H 5.49604 2.31647 -4.78668
H 6.43621 2.65557 -3.33018
H 3.59788 1.50342 -3.42314
H 3.95468 3.16984 -3.01839
H 6.41809 2.28136 -1.16258
H 5.35176 2.01888 0.20485
H 5.14200 4.43469 -1.67409
H 5.82643 4.43391 -0.04404
H 4.09629 4.10416 -0.29391
C 7.34134 -0.55877 -8.89768
C 7.23376 0.03546 -7.50240
O 5.89388 0.32374 -7.10990
C 4.99407 -0.78137 -7.06612
C 5.42197 -1.87136 -6.09826
H 6.89565 0.11745 -9.63736
H 8.39078 -0.72715 -9.16090
H 6.82091 -1.51529 -8.97478
H 7.77740 0.98513 -7.48305
H 7.71440 -0.60947 -6.76100
H 4.84205 -1.18386 -8.07305
H 4.02461 -0.38375 -6.74360
H 6.38280 -2.31086 -6.37517
H 4.67865 -2.67434 -6.07645
H 5.52783 -1.46453 -5.08661
```

As for the strongest force on any atom: 4.7 eV/Å. The HOMO-LUMO gap is 7.993 eV. As for the SMILES: C=CB(CCc1ccccc1)C(F)(F)C(F)F.CCOCC.CCOCC.CCOCC.CCOCC.CCOCC.CCOCC. The HOMO energy is -8.32 eV. The net charge is 0.